{
  "formula": "C19H32N2O5",
  "method": "the ωB97M-V functional and the def2-TZVPD basis",
  "species": ["C", "C", "O", "C", "C", "C", "C", "C", "O", "N", "C", "C", "C", "C", "O", "N", "C", "C", "C", "O", "C", "C", "C", "C", "C", "O", "H", "H", "H", "H", "H", "H", "H", "H", "H", "H", "H", "H", "H", "H", "H", "H", "H", "H", "H", "H", "H", "H", "H", "H", "H", "H", "H", "H", "H", "H", "H", "H"],
  "coordinates": [[0.5483, -2.6530, -0.3869], [0.4297, -3.3469, -1.7265], [-0.9064, -3.6309, -2.1097], [-1.6664, -2.5182, -2.5171], [-2.6971, -2.8254, -3.6125], [-3.7199, -1.9566, -2.8365], [-2.8337, -2.0643, -1.5850], [-2.6208, -0.7904, -0.8032], [-2.6252, 0.3092, -1.3347], [-2.3841, -0.9510, 0.5219], [-2.1360, 0.1425, 1.4303], [-1.0213, 1.1103, 1.0153], [-0.3301, 1.5505, 2.3367], [1.1300, 1.1789, 2.2198], [1.5403, 0.0633, 2.4710], [1.9366, 2.1874, 1.7695], [3.2248, 1.9142, 1.2059], [3.1611, 1.2875, -0.1612], [2.3911, 2.1474, -1.1618], [1.2832, 1.4260, -1.6556], [0.4498, 2.2409, -2.4455], [4.3284, 2.8541, 1.5704], [4.2921, 1.4728, 2.1545], [-1.0317, 0.7863, 3.4617], [-1.6820, -0.4040, 2.7745], [-2.7082, -1.0337, 3.5224], [1.5952, -2.5535, -0.0961], [0.1294, -1.6472, -0.4191], [0.0300, -3.2280, 0.3838], [0.9231, -2.7524, -2.5084], [0.9290, -4.3161, -1.6921], [-1.0070, -1.6899, -2.7809], [-2.4512, -2.5299, -4.6316], [-2.9458, -3.8842, -3.5902], [-3.7414, -0.9307, -3.1915], [-4.7356, -2.3362, -2.7521], [-3.1112, -2.9009, -0.9445], [-2.3670, -1.8824, 0.9036], [-3.0649, 0.7159, 1.5777], [-0.3174, 0.5935, 0.3592], [-1.4183, 1.9459, 0.4443], [-0.4202, 2.6273, 2.4956], [1.4912, 3.0521, 1.5069], [4.1776, 1.1056, -0.5168], [2.6709, 0.3156, -0.0776], [2.0380, 3.0756, -0.6850], [3.0313, 2.4497, -2.0026], [-0.3764, 1.6290, -2.7981], [0.0362, 3.0727, -1.8608], [0.9903, 2.6482, -3.3105], [5.0622, 3.0834, 0.8110], [4.0950, 3.6854, 2.2198], [4.0195, 1.3588, 3.1912], [4.9984, 0.7360, 1.8030], [-0.3459, 0.4634, 4.2416], [-1.8014, 1.4073, 3.9295], [-0.9100, -1.1612, 2.5945], [-3.5561, -0.6499, 3.2786]],
  "e_tot_ha": -1228.868939,
  "e_homo_ev": -9.4,
  "de_lowest_kcal_mol": 91.31,
  "spin_multiplicity": 1,
  "smiles": "CCO[C@H]1CC[C@@H]1C(=O)N[C@@H]1C[C@H](C(=O)NC2(CCOC)CC2)C[C@H]1O",
  "mol_weight_g_mol": 368.47,
  "orbital_gap_ev": 10.037
}

---

{
  "formula": "C19H32N2OS",
  "method": "the ωB97M-V functional and the def2-TZVPD basis",
  "species": ["C", "H", "H", "H", "S", "C", "C", "C", "C", "C", "C", "H", "H", "H", "C", "N", "C", "C", "N", "C", "H", "C", "H", "H", "C", "C", "H", "H", "H", "C", "H", "H", "H", "H", "H", "C", "C", "H", "H", "C", "H", "H", "C", "O", "H", "H", "H", "H", "H", "H", "H", "H", "H", "H", "H"],
  "coordinates": [[0.0940, -3.6007, 5.9966], [-0.0799, -4.0977, 6.8020], [1.0937, -3.7504, 5.5670], [-0.1035, -2.6154, 6.0140], [-0.6998, -4.5464, 4.6583], [-0.4028, -3.7025, 3.3062], [0.4693, -2.5640, 3.3254], [0.7331, -2.2011, 1.8202], [0.1388, -2.7250, 0.7113], [-0.7094, -3.6470, 0.8091], [-1.2462, -4.3169, 2.0710], [-1.7907, -5.2341, 2.1332], [-1.0015, -4.0922, -0.1084], [0.2622, -2.1671, -0.2319], [1.7420, -1.0404, 1.7250], [1.2210, 0.0943, 0.9894], [0.1247, 0.7800, 1.3042], [-0.2052, 2.0227, 0.5761], [0.2654, 1.8731, -0.9864], [-0.1424, 3.0231, -1.6213], [0.5380, 2.7934, -2.6624], [-1.6919, 3.0057, -1.8778], [-2.2501, 3.2987, -1.1444], [-1.8041, 3.8552, -2.6403], [-2.1904, 1.4776, -2.7827], [-1.4839, 1.3468, -3.9883], [-0.2543, 1.0748, -3.7347], [-2.1207, 0.4078, -4.4296], [-1.5189, 2.1591, -4.4869], [-3.6155, 1.9056, -2.7369], [-3.9446, 2.5430, -3.5589], [-4.0393, 1.9821, -1.8775], [-4.0975, 0.9111, -3.1369], [-1.7881, 0.8990, -1.8356], [0.2775, 3.9438, -1.2099], [1.6046, 1.7606, -0.8277], [2.2739, 0.9513, 0.3952], [2.2288, 1.9649, 1.5097], [3.1449, 0.5618, 0.3941], [2.2106, 0.9672, -1.8870], [2.0280, 1.6912, -2.8521], [3.3029, 1.1329, -1.7494], [1.9926, -0.4963, -1.9626], [0.6983, -0.6279, -2.0327], [0.1631, -0.1714, -1.4510], [2.4357, -0.7995, -3.0793], [2.4682, -0.8786, -1.2066], [2.3868, 2.9252, -0.8066], [-1.3501, 2.0786, 0.2881], [0.1268, 2.7610, 1.1492], [-0.0395, 0.8735, 2.2820], [-0.8453, -0.0573, 1.0031], [2.6188, -1.2934, 1.2267], [1.8883, -0.3839, 2.8359], [0.8840, -2.0559, 4.0129]],
  "e_tot_ha": -1325.442909,
  "e_homo_ev": -7.6,
  "de_lowest_kcal_mol": 441.44,
  "spin_multiplicity": 1,
  "mol_weight_g_mol": 336.54,
  "orbital_gap_ev": 8.185
}

---

{
  "formula": "C19H32N6O3S",
  "method": "the ωB97M-V functional and the def2-TZVPD basis",
  "species": ["C", "C", "O", "N", "C", "C", "C", "N", "C", "N", "C", "C", "C", "N", "C", "C", "H", "H", "H", "H", "H", "H", "H", "H", "H", "H", "H", "H", "H", "H", "H", "H", "C", "N", "C", "O", "C", "C", "C", "S", "C", "N", "C", "C", "O", "H", "H", "H", "H", "H", "H", "H", "H", "H", "H", "H", "H", "H", "H", "H", "H"],
  "coordinates": [[4.5989, -5.5605, 1.3371], [3.3064, -4.7678, 1.3828], [2.9124, -4.3027, 2.4407], [2.5774, -4.5814, 0.2254], [1.3379, -3.8180, 0.1662], [0.5018, -4.3003, -1.0244], [-0.7843, -3.4805, -1.1291], [-0.4366, -2.0474, -1.2046], [-0.5816, -1.3291, -2.3854], [-0.7124, -2.0021, -3.5240], [-0.8261, -1.3107, -4.6509], [-0.8137, 0.0650, -4.6416], [-0.6940, 0.6974, -3.4251], [-0.5924, -0.0018, -2.2991], [0.3647, -1.5080, -0.0858], [1.6525, -2.3222, 0.0380], [5.3163, -5.0679, 0.6763], [4.4034, -6.5698, 0.9664], [5.0333, -5.6303, 2.3385], [2.9736, -4.9329, -0.6406], [0.7578, -3.9816, 1.0837], [0.2517, -5.3583, -0.8995], [1.0732, -4.1922, -1.9522], [-1.4067, -3.6543, -0.2446], [-1.3692, -3.8164, -1.9915], [-0.9269, -1.8392, -5.5937], [-0.8970, 0.6339, -5.5583], [-0.6940, 1.7818, -3.3876], [-0.2098, -1.5773, 0.8441], [0.6252, -0.4533, -0.2205], [2.2769, -2.1484, -0.8437], [2.2101, -1.9839, 0.9168], [-1.7153, 5.9366, 0.3136], [-0.9212, 5.1791, -0.6544], [-0.5993, 3.8810, -0.6347], [0.0423, 3.4212, -1.5732], [-0.9952, 2.9705, 0.5438], [0.2178, 2.6118, 1.4203], [0.8630, 3.8236, 2.1082], [-0.1637, 4.6921, 3.3328], [-0.4240, 3.3929, 4.5720], [-1.6156, 1.7298, 0.0589], [-2.6522, 1.1351, 0.6475], [-3.1998, -0.1054, -0.0156], [-3.1737, 1.5554, 1.6730], [-2.0403, 6.8768, -0.1346], [-1.1149, 6.1647, 1.1946], [-2.6028, 5.3764, 0.6135], [-0.5756, 5.6772, -1.4601], [-1.7155, 3.4939, 1.1704], [-0.0878, 1.8930, 2.1808], [0.9709, 2.1292, 0.7951], [1.7696, 3.4844, 2.6104], [1.1663, 4.5406, 1.3447], [-0.9408, 3.8169, 5.4328], [0.5362, 2.9877, 4.8917], [-1.0373, 2.5948, 4.1515], [-1.2305, 1.3026, -0.7791], [-2.5316, -0.9389, 0.1814], [-4.1868, -0.3199, 0.3897], [-3.2708, 0.0572, -1.0889]],
  "e_tot_ha": -1695.722001,
  "e_homo_ev": -8.4,
  "de_lowest_kcal_mol": 0.00,
  "spin_multiplicity": 1,
  "smiles": "CC(=O)NC1CCN(c2ncccn2)CC1.CNC(=O)[C@H](CCSC)NC(C)=O",
  "mol_weight_g_mol": 424.57,
  "orbital_gap_ev": 9.161
}

---

{
  "formula": "C19H33AlBBr3F3IN3O16S3",
  "method": "the ωB97M-V functional and the def2-TZVPD basis",
  "species": ["O", "S", "O", "F", "C", "S", "C", "N", "C", "N", "I", "N", "H", "H", "H", "H", "H", "H", "O", "C", "O", "C", "C", "C", "H", "H", "H", "H", "H", "H", "H", "H", "C", "Br", "Br", "Br", "H", "C", "C", "O", "C", "C", "H", "H", "H", "H", "H", "H", "H", "H", "H", "H", "B", "O", "C", "O", "C", "O", "O", "O", "C", "O", "C", "O", "O", "Al", "O", "S", "O", "O", "C", "C", "C", "H", "H", "H", "H", "H", "H", "H", "H", "F", "F"],
  "coordinates": [[5.3451, -3.9016, -1.4645], [6.4455, -3.4615, -2.3686], [6.2451, -3.8784, -3.7929], [7.9251, -4.0936, -1.8470], [6.6027, -1.6104, -2.3668], [8.0799, -1.0541, -3.3421], [5.3366, -0.6943, -2.7130], [5.1165, 0.1687, -1.4787], [6.4606, 0.1535, -0.8989], [7.2361, 1.1357, -0.4611], [6.5588, 3.0806, -0.5238], [6.7897, -1.2700, -0.9108], [7.5433, -0.7320, -4.5927], [5.6684, 0.0257, -3.5476], [4.3616, -1.1582, -3.0659], [4.7019, 1.0961, -1.6663], [8.1753, 0.8613, -0.1134], [7.6901, -1.5455, -0.4915], [2.6580, 2.6690, -2.9363], [1.7670, 1.8323, -2.9405], [2.0339, 0.5722, -3.3101], [1.1102, -0.5253, -3.1893], [0.1746, -0.5839, -4.3795], [0.3535, 2.2248, -2.6196], [0.5789, -0.4863, -2.2378], [1.7172, -1.4341, -3.1657], [-0.4434, 0.3131, -4.4499], [-0.4834, -1.4521, -4.3081], [0.7447, -0.6490, -5.3095], [-0.1113, 2.6461, -3.5136], [0.3733, 2.9808, -1.8327], [-0.2605, 1.4076, -2.2410], [-1.4817, -1.8279, 0.2931], [-3.1958, -2.7394, 0.2718], [-0.0461, -2.9415, -0.4017], [-1.5736, -0.1201, -0.6233], [-1.2445, -1.6178, 1.3346], [9.9172, 4.4867, 4.8622], [8.8575, 4.2556, 3.7986], [9.0484, 3.0563, 3.0564], [9.0350, 1.8447, 3.8006], [7.7307, 1.6012, 4.5404], [10.9138, 4.5086, 4.4104], [9.7420, 5.4360, 5.3742], [9.9184, 3.6970, 5.6154], [8.8979, 5.0763, 3.0783], [7.8531, 4.2761, 4.2330], [9.8882, 1.8132, 4.4855], [9.1891, 1.0352, 3.0802], [7.5291, 2.3775, 5.2803], [7.7633, 0.6417, 5.0616], [6.8903, 1.5908, 3.8401], [-7.5879, -2.0545, 3.0670], [-8.6127, -3.0960, 3.1978], [-9.6729, -2.5357, 3.7932], [-10.6905, -3.1134, 4.0513], [-9.3822, -1.1236, 4.0710], [-10.1263, -0.3333, 4.6018], [-8.1547, -0.8294, 3.6472], [-6.3449, -2.4456, 3.7704], [-5.3691, -2.4640, 2.8623], [-4.2256, -2.7487, 3.1252], [-5.9124, -2.0926, 1.5428], [-5.2959, -2.0118, 0.5002], [-7.2219, -1.8484, 1.6554], [-5.1235, -3.3429, 5.4681], [-11.4924, -0.8463, -2.3735], [-10.3516, -0.0974, -2.8304], [-9.5176, -0.5708, -3.9027], [-9.4156, 0.2605, -1.5603], [-8.9680, -0.8051, -0.7231], [-7.8393, -1.5862, -1.3728], [-10.8622, 1.5549, -3.2041], [-9.8006, -1.4627, -0.4555], [-8.6049, -0.3514, 0.2020], [-8.1892, -2.1245, -2.2564], [-7.4257, -2.3153, -0.6772], [-7.0414, -0.9142, -1.6981], [-11.4592, 1.9367, -2.3769], [-11.4604, 1.5212, -4.1147], [-9.9771, 2.1700, -3.3633], [-9.5794, 0.8085, 6.3846], [3.5778, 3.7745, -4.3442]],
  "charge": 1,
  "e_tot_ha": -11892.414190,
  "e_homo_ev": -9.8,
  "spin_multiplicity": 1,
  "mol_weight_g_mol": 1117.08,
  "orbital_gap_ev": 0.885
}